[1]
DFT (ωB97M-V with the def2-TZVPD basis set) results for C4H10N2O in the gas phase in a non-equilibrium geometry.

Calculated values
- Molecular weight: 102.137 g/mol
- Orbital gap: 10.183 eV
- Highest occupied orbital energy: -9.347 eV
- Energy relative to the best compared isomer or geometry (same formula, charge and spin): 102.79 kJ/mol
- E: -9337.92212 eV
- SMILES: C[C@H](N)CNC=O

```
! RIJCOSX wB97M-V def2-TZVPD def2/J DEFGRID3
* xyz 0 1
C -1.53127 -0.51085 0.81803
C -0.06374 -0.86959 0.58831
N 0.52118 -1.19594 1.88478
C 0.80528 0.19240 -0.13210
N 0.23001 0.50920 -1.47375
C 0.37754 1.76608 -1.96245
O 0.74772 2.72406 -1.31203
H -1.67756 0.24410 1.58635
H -2.06954 -1.41618 1.10041
H -2.02483 -0.20284 -0.10855
H -0.04223 -1.76969 -0.02979
H 1.42620 -1.64164 1.78020
H 0.64301 -0.36044 2.43741
H 1.73665 -0.34399 -0.30557
H 0.89996 1.18573 0.29057
H -0.11098 -0.17480 -2.12898
H 0.13258 1.86439 -3.03285
*
```

Atom charges from the Mulliken analysis, given in e for atoms 1 to 4: -1.2966, 0.3406, -0.6992, -0.6579

---

[2]
DFT (ωB97M-V with the def2-TZVPD basis set) results for a molecular structure, C31H49ClInP2 in a non-equilibrium geometry.

Calculated values
- Molecular weight: 633.952 g/mol
- Orbital gap (alpha / beta): 6.550 / 5.565 eV
- Highest occupied orbital energy (alpha / beta): -9.730 / -9.658 eV
- Energy relative to the best compared isomer or geometry (same formula, charge and spin): 112.69 kJ/mol
- E: -69205.30399 eV

```
! RIJCOSX wB97M-V def2-TZVPD def2/J DEFGRID3
* xyz 1 1
In 1.34608 -0.31601 -1.72315
C 1.38676 1.77194 1.17694
C 1.19794 2.13886 -0.20244
C -0.84865 2.22993 0.86307
C 0.12288 1.82023 1.81577
C -0.19983 2.44048 -0.37515
C 2.67157 1.51323 1.87297
H 3.49353 1.32287 1.16844
H 2.58690 0.64602 2.54629
H 2.96398 2.37508 2.50219
C -0.14642 1.51445 3.23645
H 0.78048 1.28926 3.78295
H -0.81741 0.64669 3.33480
H -0.63652 2.36133 3.74536
C -2.28490 2.42563 1.14652
H -2.44053 3.16595 1.95035
H -2.76866 1.48771 1.47331
H -2.81838 2.78958 0.25801
C -0.83551 3.04564 -1.56624
H -1.01008 4.12313 -1.38897
H -1.81684 2.59240 -1.77812
H -0.21568 2.95714 -2.46987
C 2.27950 2.60411 -1.12357
H 2.45912 3.68521 -1.00993
H 2.01772 2.43665 -2.17502
H 3.22767 2.08607 -0.93528
C 3.43018 -5.34323 -2.12227
C 4.61262 -4.69839 -2.20015
C 5.36937 -4.39357 -3.44442
C 4.49628 -4.26869 -4.71912
C 3.17833 -3.53291 -4.59393
C 2.00482 -4.17869 -4.48211
C 1.83287 -5.63049 -4.15691
C 2.91392 -6.23346 -3.21109
H 6.13487 -5.15680 -3.66659
H 4.31511 -5.27290 -5.12804
H 5.91472 -3.45091 -3.26477
H 3.77481 -6.58516 -3.81067
H 2.89609 -5.41488 -1.15896
H 5.13976 -4.41748 -1.28014
H 2.48880 -7.14782 -2.75259
H 0.84062 -5.75613 -3.68565
H 1.07777 -3.65833 -4.69659
H 1.83813 -6.28461 -5.05315
H 5.11706 -3.74943 -5.46695
H 3.21834 -2.45141 -4.76231
P 1.72951 -2.60100 -0.39179
P -0.87582 -1.42380 -2.33232
C 0.93312 -3.59338 -1.71187
C -0.49498 -3.20598 -2.22624
H 0.91817 -4.65406 -1.41423
H 1.65787 -3.54720 -2.53607
H -0.68573 -3.63183 -3.23561
H -1.24750 -3.64946 -1.54762
C -2.64862 -1.18767 -2.10054
H -2.91553 -0.12704 -2.20841
H -2.94468 -1.52865 -1.09937
H -3.16597 -1.77745 -2.87524
C -0.50815 -0.85167 -4.04438
H -0.85119 -1.59481 -4.76579
H 0.56947 -0.67304 -4.20357
H -0.99953 0.11304 -4.21933
C 1.92166 -3.64178 1.08717
H 2.36356 -3.02468 1.88421
H 2.56349 -4.51003 0.88753
H 0.92611 -3.97783 1.41013
C 3.45136 -2.13236 -1.01607
H 3.58006 -1.21407 -1.64678
H 3.81519 -2.96325 -1.63075
H 4.10800 -1.99334 -0.14503
Cl -2.72427 -4.79812 1.59313
C -3.31253 -3.51393 2.54928
C -4.36923 -3.72823 3.40772
C -4.89337 -2.68770 4.19445
C -4.30347 -1.42286 4.12845
C -3.24629 -1.17249 3.26067
C -2.68988 -2.21264 2.42852
C -1.62146 -1.96836 1.57338
H -4.81554 -4.72023 3.43136
H -5.73738 -2.87167 4.84805
H -4.71198 -0.60823 4.73125
H -2.78931 -0.17421 3.21458
H -1.08287 -2.78873 1.07652
H -1.29732 -0.92272 1.44853
*
```

Atom charges from the Mulliken analysis, given in e for atoms 1 to 4: 0.1147, 0.5486, 0.1875, 0.7720

---

[3]
DFT (ωB97M-V with the def2-TZVPD basis set) results for 3 unconnected molecules or ions with the total composition C15H37N3O7S2 in a non-equilibrium geometry.

Calculated values
- Molecular weight: 435.609 g/mol
- Orbital gap: 9.131 eV
- Highest occupied orbital energy: -8.718 eV
- Energy relative to the best compared isomer or geometry (same formula, charge and spin): 0.00 kJ/mol
- E: -56622.38274 eV

```
! RIJCOSX wB97M-V def2-TZVPD def2/J DEFGRID3
* xyz 0 1
C 3.09881 -1.27595 0.89865
C 4.55761 -1.24506 0.60046
C 5.10537 -0.03947 -0.08386
N 5.37113 -2.17959 0.84278
O 4.80172 -3.16735 1.71352
S 5.29089 -2.99508 3.27397
O 4.63241 -1.81692 3.74604
O 6.90062 -2.64550 3.19040
S 7.34447 -1.02711 2.97767
H 2.72838 -2.28977 0.80044
H 2.83238 -0.86815 1.86810
H 2.60190 -0.68081 0.13790
H 5.94041 0.37857 0.46750
H 4.30755 0.68685 -0.19007
H 5.48079 -0.31297 -1.06493
H 6.64620 -0.38972 3.94020
C -0.96046 4.99825 1.88807
O -1.77835 4.05972 1.21744
C -2.22683 4.48249 -0.06609
C -1.55609 3.69557 -1.17292
N -0.14316 4.04449 -1.29648
C 0.63010 3.14504 -2.14932
C 0.71373 1.67341 -1.75616
O 1.45869 1.41331 -0.57727
C 0.74374 1.61148 0.63004
H -0.84591 4.65813 2.91628
H 0.03548 5.06746 1.43690
H -1.42058 5.99050 1.89857
H -2.08747 5.55900 -0.20201
H -3.30022 4.27697 -0.10500
H -2.05983 3.91372 -2.11996
H -1.70141 2.63099 -0.94923
H 0.27241 4.04666 -0.37488
H 1.65004 3.53730 -2.17935
H 0.23741 3.21089 -3.16915
H 1.25072 1.15764 -2.55740
H -0.27310 1.19919 -1.69583
H -0.31611 1.36501 0.53047
H 0.86358 2.64042 0.97815
H 1.17803 0.96265 1.39235
C -3.08829 -3.87992 -3.09386
O -3.92505 -3.86155 -1.95336
C -3.41201 -4.57918 -0.83632
C -2.98989 -3.64129 0.27607
N -1.79316 -2.89013 -0.08355
C -1.47465 -1.78102 0.81349
C -2.50060 -0.65411 0.95281
O -2.66031 0.14195 -0.21224
C -3.51907 -0.40895 -1.19550
H -3.66165 -3.47800 -3.92779
H -2.19839 -3.25590 -2.95687
H -2.77871 -4.89880 -3.34274
H -2.59292 -5.24180 -1.12957
H -4.22920 -5.20325 -0.46397
H -2.78388 -4.22797 1.17641
H -3.84184 -2.98288 0.48931
H -1.90904 -2.52158 -1.01776
H -0.54527 -1.33645 0.44567
H -1.25660 -2.18792 1.80603
H -2.12653 0.02680 1.72232
H -3.47152 -1.01200 1.31306
H -4.33652 -0.98200 -0.75289
H -2.96517 -1.03470 -1.90010
H -3.94479 0.41845 -1.76463
*
```

Atom charges from the Mulliken analysis, given in e for atoms 1 to 4: -0.7941, 0.8985, -1.0412, -0.6381

---

> Among the records above, which one has the highest E?

C4H10N2O